No. 1
Density functional theory data (wB97M-V/def2-TZVPD) for a molecular structure, C5H8O2.

Structure (XYZ):
```
15
Properties=species:S:1:pos:R:3:forces:R:3:nbo_charge:R:1
O 1.93988 -0.87236 -0.47292 0.02 -0.05 -0.14 -0.705
C 0.97862 -0.34409 0.37868 -0.02 0.03 0.46 0.106
C 0.64780 1.17942 0.03659 -0.06 -0.25 -0.30 -0.512
C -0.72443 0.90682 -0.49677 0.65 -1.31 0.01 0.129
C -1.41070 0.07239 0.56532 -0.09 -0.22 -0.05 -0.488
C -0.40377 -0.98712 0.08825 0.23 -0.55 0.71 0.070
O -0.52311 -0.80368 -1.29602 0.32 0.30 0.39 -0.675
H 1.45559 -1.01420 -1.30858 0.08 -0.02 0.08 0.490
H 1.32537 -0.45909 1.40606 0.02 -0.01 0.00 0.181
H 0.65441 1.77747 0.96170 -0.29 -0.16 -0.41 0.235
H 1.35293 1.60805 -0.67609 -0.06 -0.18 0.07 0.239
H -1.04403 0.74440 -1.50201 -1.03 2.43 -0.77 0.304
H -1.29104 0.39040 1.60756 0.01 0.16 -0.32 0.212
H -2.44724 -0.16288 0.33337 0.10 -0.12 0.02 0.232
H -0.51027 -2.03555 0.37486 0.14 -0.06 0.26 0.183
```
Positions in Å, forces in eV/Å.

Computed properties:
spin multiplicity: 1
LUMO energy: 0.2 eV
HOMO-LUMO gap: 9.63 eV


No. 2
Density functional theory data (wB97M-V/def2-TZVPD) for a molecular structure, C6H10.

Structure (XYZ):
```
16
Properties=species:S:1:pos:R:3:forces:R:3:nbo_charge:R:1
C 1.88905 0.66361 0.02489 -0.15 0.14 -0.08 -0.616
C 1.27606 -0.70811 0.26177 0.18 0.13 0.40 -0.392
C 0.45070 -1.43975 -1.38300 -0.49 0.07 0.28 0.086
C -0.22317 -0.97688 -0.40204 0.56 -0.07 -0.40 -0.265
C -1.49445 -0.62863 0.30676 0.05 -0.10 -0.04 -0.428
C -1.75940 0.87119 0.39782 0.07 0.14 0.00 -0.595
H 2.30589 0.73351 -0.98012 -0.08 -0.03 0.01 0.223
H 1.12364 1.43013 0.12804 0.06 0.15 -0.06 0.205
H 2.69269 0.89229 0.73902 -0.22 -0.22 -0.08 0.214
H 2.03982 -1.48106 0.14193 -0.38 -0.02 -0.13 0.258
H 0.93718 -0.80512 1.29231 0.06 -0.10 0.21 0.230
H -1.47677 -1.05804 1.31452 0.06 -0.03 -0.10 0.215
H -2.32679 -1.10358 -0.22108 0.21 -0.06 -0.01 0.233
H -1.81062 1.30435 -0.60333 0.01 0.03 0.10 0.215
H -2.70250 1.07528 0.91660 0.16 -0.08 -0.09 0.214
H -0.95632 1.36712 0.94650 -0.10 0.06 -0.02 0.202
```
Positions in Å, forces in eV/Å.

Computed properties:
spin multiplicity: 1
LUMO energy: 1.0 eV
HOMO-LUMO gap: 10.59 eV


No. 3
Density functional theory data (wB97M-V/def2-TZVPD) for a molecular structure, C47H61FeN5O7S.

Structure (XYZ):
```
122
Properties=species:S:1:pos:R:3:forces:R:3:mulliken_spin:R:1
Fe -0.05078 -0.16784 -1.46169 0.08 -0.45 0.16 3.803
C 5.63917 1.95149 2.66741 -1.59 0.70 -0.50 0.003
C 4.66605 1.03475 3.40504 1.02 -1.17 0.30 0.001
C 3.92084 1.93502 4.42938 0.52 -1.77 0.84 0.002
C 5.51686 -0.04636 4.20973 -0.23 1.31 1.09 0.003
C 3.78642 0.26457 2.37648 -1.13 0.23 -1.18 0.024
C 2.50634 0.65876 2.10371 -0.02 1.12 0.69 -0.028
C 1.70637 0.14111 0.96325 1.80 0.59 1.88 0.023
N 0.46610 0.40725 0.66199 0.60 -0.68 -1.90 -0.001
C -0.50698 1.08084 1.23345 -1.44 0.51 0.48 -0.031
C -0.47082 1.61729 2.52132 1.32 0.09 2.10 0.022
C -1.50850 2.27238 3.09764 1.98 0.44 0.27 -0.024
C -2.62009 2.44821 2.28687 -3.23 2.22 0.49 -0.008
C -2.81767 2.01849 1.00017 -0.48 -1.01 0.02 -0.022
C -1.74692 1.22068 0.46614 0.83 -0.88 -2.13 -0.077
O -1.77349 0.65530 -0.71795 -0.28 1.09 1.45 0.044
C -4.15373 2.22587 0.20192 1.90 -0.63 -1.51 0.008
C -5.13625 3.00568 1.00921 -0.07 0.18 -0.21 0.000
C -3.75297 3.12014 -1.03704 -1.53 1.37 1.40 0.000
C -4.78447 0.88995 -0.26247 -0.46 -0.09 0.92 0.001
C -1.33190 2.96255 4.47405 -1.94 0.22 -0.14 0.003
C -0.02835 2.59540 5.17929 -0.99 1.11 -0.13 0.000
C -2.56090 2.44388 5.31619 -0.25 0.51 -0.57 -0.003
C -1.44331 4.52323 4.31299 1.87 -2.12 0.43 -0.002
C 2.44516 -0.70619 0.03093 -0.92 -1.12 -1.79 0.008
O 1.90269 -0.98665 -1.08352 0.32 0.34 1.22 0.140
C 3.74314 -1.30879 0.40302 0.13 0.28 0.49 0.019
C 4.33478 -0.81873 1.49704 0.26 2.15 2.47 -0.007
C 4.42975 -2.40156 -0.37742 -1.88 -0.57 -1.71 0.004
C 5.82212 -2.77271 0.10783 -0.64 1.33 0.73 0.000
C 3.51713 -3.66695 -0.30115 -0.43 0.84 -0.32 0.003
C 4.51808 -1.94587 -1.87268 1.45 0.72 1.21 0.004
H 6.25411 2.54999 3.29463 0.61 0.17 0.97 0.000
H 5.07936 2.68668 2.08209 -0.17 -0.06 -0.10 -0.001
H 6.24323 1.44276 1.98154 1.04 -0.96 -1.02 0.000
H 4.63309 2.37430 5.13754 0.21 -0.15 -0.30 0.000
H 3.27981 1.31077 5.06931 -0.22 0.25 -0.30 0.000
H 3.38584 2.76261 4.03109 -0.61 0.51 -0.68 0.000
H 6.19125 0.49628 4.92314 -0.54 -0.36 -0.56 0.000
H 6.16218 -0.74530 3.68145 -0.15 0.26 -0.52 0.000
H 4.84608 -0.64817 4.82572 -0.07 -0.04 -0.01 0.000
H 2.15956 1.54039 2.70581 0.07 -1.13 -0.86 -0.006
H 0.41115 1.51569 3.17789 -0.56 -0.20 -0.95 0.008
H -3.44534 3.10633 2.76170 1.29 -1.26 -0.91 0.000
H -4.64229 3.90998 1.23299 0.20 1.67 0.12 0.000
H -5.27506 2.59602 1.97917 -0.72 -0.85 0.76 0.000
H -6.07948 3.20756 0.48949 0.26 -0.19 0.13 0.000
H -3.28227 4.01873 -0.59678 -0.03 -0.21 -0.28 0.000
H -4.66673 3.51867 -1.55044 0.64 -0.62 0.25 0.000
H -3.07490 2.71880 -1.74407 0.52 -0.82 -0.55 -0.002
H -4.68797 0.07876 0.49121 0.03 0.52 -0.30 0.001
H -4.48244 0.50324 -1.21900 0.59 0.06 -0.32 -0.002
H -5.84867 1.10412 -0.36105 -0.19 -0.19 -0.02 0.000
H 0.02926 1.55289 5.24352 0.30 -1.70 0.39 0.000
H 0.08840 3.03951 6.16329 -0.45 0.02 0.23 0.000
H 0.80495 2.95815 4.63340 0.93 0.29 -0.75 0.000
H -2.57233 1.34299 5.22099 -0.02 0.42 0.62 0.000
H -3.55619 2.79361 4.91449 1.10 -0.22 0.19 0.000
H -2.51486 2.83072 6.34816 0.09 -0.52 -0.24 0.000
H -0.45679 4.90483 4.05053 0.04 0.13 -0.14 0.000
H -1.68254 4.89631 5.27966 -0.57 0.74 0.61 0.000
H -2.10450 4.75300 3.53281 -1.21 0.65 -0.73 0.001
H 5.31422 -1.06954 1.87848 0.08 -0.75 -0.65 -0.002
H 5.79726 -3.25811 1.10216 0.11 0.24 -0.48 0.000
H 6.38624 -1.82094 0.15754 0.28 -0.73 -0.02 0.000
H 6.21625 -3.43422 -0.63212 0.62 -0.46 -0.27 0.000
H 3.54111 -3.98338 0.72390 -0.16 -0.48 0.61 0.000
H 3.84042 -4.49862 -0.94360 0.03 0.40 0.08 0.000
H 2.47129 -3.38520 -0.55359 0.66 -0.35 -0.03 -0.002
H 5.09858 -1.00152 -1.88714 -0.04 -0.38 -0.13 0.000
H 3.61673 -1.73398 -2.40767 -0.67 -0.36 0.05 -0.004
H 5.11201 -2.70584 -2.34224 0.18 -0.30 -0.75 0.000
C -5.02667 -2.61030 -7.67053 0.12 1.80 0.37 0.000
C -3.79066 -2.35371 -6.77605 -0.89 0.36 -1.12 0.000
C -3.39779 -3.14738 -5.72880 0.85 -0.24 0.82 0.000
C -2.21048 -2.88501 -5.03076 0.73 0.01 0.31 0.001
C -1.38193 -1.82978 -5.40344 -0.41 -0.67 -0.46 0.003
C -1.73484 -1.04314 -6.52897 -0.80 -0.81 1.50 0.000
C -2.97150 -1.27828 -7.11110 0.08 0.91 -1.12 0.000
S 0.22873 -1.71468 -4.61686 -0.79 -0.16 -0.40 0.006
O 0.44874 -2.88086 -3.77924 -0.22 0.75 -0.79 0.002
O 1.05507 -1.47367 -5.78987 0.38 -0.23 1.13 0.004
N 0.05683 -0.44680 -3.61223 0.27 -1.24 0.30 0.036
C 0.67654 0.73806 -3.83179 -1.16 0.37 -0.76 -0.016
C 1.05040 1.22108 -5.07944 2.63 1.74 -1.51 0.003
C 1.66994 2.50901 -5.14915 -1.22 -1.50 -0.33 0.003
C 1.69631 3.28561 -4.00128 -0.34 -0.35 0.94 0.001
C 1.20334 2.72360 -2.80634 -0.14 0.05 -1.17 0.012
N 0.67540 1.49722 -2.71257 0.96 0.60 -0.39 0.007
H -5.83033 -3.07756 -7.14002 -0.38 -0.45 0.43 0.000
H -4.79973 -3.20392 -8.53579 0.35 -0.45 -0.33 0.000
H -5.46431 -1.64594 -8.08376 0.73 -0.95 0.62 0.000
H -3.91492 -4.02603 -5.41711 -0.66 -0.45 -0.07 0.000
H -1.80578 -3.55078 -4.23495 -0.70 0.47 -0.61 0.000
H -1.11849 -0.24662 -6.86259 0.50 0.51 -0.23 0.000
H -3.33163 -0.61167 -7.93259 0.54 -0.60 0.70 0.000
H 1.15476 0.59310 -5.99421 -0.60 0.50 1.21 0.000
H 2.02351 2.84977 -6.14343 -0.20 -0.07 0.91 0.000
H 2.01729 4.31484 -3.98294 0.24 0.01 -0.06 0.000
H 1.17919 3.32401 -1.92280 0.02 0.21 0.54 0.000
O -3.88652 -0.00621 -3.52674 -2.53 -0.42 -0.33 0.001
H -4.07198 -0.92433 -3.79131 0.63 0.55 0.05 0.000
H -2.98176 0.12308 -3.36127 1.99 -0.14 0.17 0.001
O 1.56702 -2.27577 3.31612 0.96 0.21 -0.72 0.000
C 0.22342 -1.97910 3.55545 0.19 0.81 1.51 0.003
N -0.49546 -3.19356 3.73613 1.38 -1.41 1.03 0.000
C -1.02895 -3.93391 2.73501 -1.96 -0.80 -0.44 0.000
O -1.51705 -5.06045 2.90815 1.47 1.58 -0.15 0.000
C -1.40423 -3.18901 1.46146 2.99 -0.38 -0.74 -0.007
C -2.69543 -3.31181 1.16089 -4.19 0.69 -0.41 0.004
C -3.17811 -2.73620 -0.04383 -0.37 -0.58 0.57 -0.004
C -2.29840 -2.17262 -0.90898 -0.39 1.12 -1.39 0.003
N -0.99133 -2.07328 -0.65790 0.21 0.09 -0.08 0.047
C -0.54627 -2.57774 0.46514 -1.53 -0.89 1.45 -0.006
H 2.03487 -1.47565 2.99701 -0.29 -0.45 0.29 -0.001
H -0.19615 -1.33062 2.80164 -0.39 -0.07 -0.44 -0.001
H 0.15585 -1.43301 4.52385 -0.10 -0.15 -0.45 0.000
H -0.04159 -3.81777 4.44685 -0.88 0.92 -0.62 0.000
H -3.45767 -3.70427 1.91039 1.32 0.25 -1.15 0.000
H -4.22661 -2.68666 -0.31659 0.03 -0.28 0.28 0.000
H -2.63653 -1.65402 -1.84071 0.20 -0.69 0.91 0.004
H 0.49201 -2.49733 0.59066 1.33 0.00 0.53 -0.009
```
Positions in Å, forces in eV/Å.

Computed properties:
spin multiplicity: 5
LUMO energy (alpha / beta): -2.0 / -2.0 eV
HOMO-LUMO gap (alpha / beta): 5.72 / 5.91 eV
expectation value of S²: 6.067


no.,energy (Eh)
1,-345.65670
2,-234.47030
3,-4289.90639